[1]
{"formula": "C6H10S", "method": "ωB97M-V with the def2-TZVPD basis set", "symbols": ["C", "C", "C", "C", "S", "C", "C", "H", "H", "H", "H", "H", "H", "H", "H", "H", "H"], "xyz": [[-1.081, 0.429, 1.398], [-0.967, 0.338, -0.102], [-0.088, 1.467, -0.640], [1.393, 0.958, -0.196], [1.299, -0.893, 0.286], [-0.234, -0.938, -0.569], [-1.779, -0.724, -0.641], [-0.172, 0.848, 1.826], [-2.040, 0.980, 1.783], [-1.108, -0.576, 1.868], [-0.105, 1.605, -1.729], [-0.324, 2.391, -0.139], [1.822, 1.587, 0.565], [2.116, 1.012, -1.042], [0.096, -0.768, -1.619], [-2.087, -0.813, -1.654], [-2.449, -1.155, 0.057]], "lowdin_charge": [-0.09, -0.56, -0.14, -0.36, 0.84, -0.53, -0.04, 0.06, 0.12, 0.09, 0.11, 0.09, 0.05, 0.07, 0.09, 0.10, 0.09], "charge": 0, "smiles": "C[C@@]12CCS[C@H]1C2", "de_lowest_kcal_mol": 76.0, "largest_force_ha_per_bohr": 0.0415, "gap_ev": 9.309}

[2]
{"formula": "C3H9O", "method": "ωB97M-V with the def2-TZVPD basis set", "symbols": ["C", "C", "C", "O", "H", "H", "H", "H", "H", "H", "H", "H", "H"], "xyz": [[-1.740, -0.369, 1.239], [0.833, -1.050, -0.739], [0.670, 1.342, -0.292], [0.577, 0.026, 0.158], [-2.083, -1.068, 0.438], [-1.652, -0.718, 2.287], [-1.692, 0.725, 0.904], [1.604, -0.681, -1.358], [1.325, -1.923, -0.209], [-0.051, -1.411, -1.199], [0.722, 1.965, 0.599], [1.542, 1.446, -0.916], [-0.055, 1.715, -0.912]], "lowdin_charge": [0.48, -0.05, -0.08, -0.23, 0.09, 0.10, 0.10, 0.08, 0.13, 0.08, 0.12, 0.11, 0.07], "charge": 1, "de_lowest_kcal_mol": 77.9, "largest_force_ha_per_bohr": 0.0621, "gap_ev": 7.121}

[3]
{"formula": "C30H30AsBrN2O2STc", "method": "ωB97M-V with the def2-TZVPD basis set", "symbols": ["Tc", "Br", "C", "C", "C", "C", "C", "N", "C", "O", "O", "H", "H", "H", "C", "C", "C", "C", "C", "C", "As", "N", "C", "C", "C", "C", "C", "C", "C", "C", "C", "C", "C", "C", "C", "C", "C", "C", "C", "C", "H", "H", "H", "H", "H", "H", "H", "H", "H", "H", "H", "H", "H", "H", "H", "H", "H", "H", "H", "H", "H", "H", "H", "H", "H", "H", "H", "S"], "xyz": [[-0.515, -0.046, 0.396], [-0.615, 3.211, 1.725], [-1.280, 2.916, -0.024], [-1.844, 3.960, -0.719], [-2.239, 3.755, -2.041], [-1.956, 2.531, -2.620], [-1.399, 1.531, -1.848], [-1.119, 1.677, -0.521], [-0.957, 0.219, -2.435], [-1.076, -0.017, -3.620], [-0.401, -0.551, -1.560], [-1.982, 4.911, -0.229], [-2.719, 4.543, -2.596], [-2.164, 2.310, -3.654], [-2.338, -7.656, 1.797], [-1.517, -6.544, 1.223], [-0.193, -6.733, 0.859], [0.580, -5.704, 0.342], [1.946, -6.061, -0.166], [0.040, -4.414, 0.238], [1.221, -2.912, -0.331], [0.855, -1.390, 0.679], [1.904, -0.507, 0.844], [1.927, 0.274, 2.025], [2.866, 1.269, 2.199], [3.832, 1.494, 1.229], [3.852, 0.708, 0.085], [2.910, -0.280, -0.112], [2.884, -3.381, 0.684], [4.084, -3.534, -0.013], [4.175, -3.492, -1.511], [5.261, -3.800, 0.675], [5.282, -3.927, 2.050], [6.555, -4.216, 2.785], [4.080, -3.799, 2.731], [2.884, -3.536, 2.076], [1.629, -3.501, 2.894], [-1.335, -4.259, 0.438], [-2.057, -3.018, 0.032], [-2.081, -5.305, 0.964], [-1.771, -8.582, 1.831], [-3.234, -7.816, 1.200], [-2.651, -7.406, 2.809], [0.250, -7.716, 0.949], [1.930, -7.078, -0.554], [2.692, -6.015, 0.626], [2.235, -5.390, -0.976], [1.205, 0.055, 2.804], [2.841, 1.868, 3.098], [4.569, 2.270, 1.371], [4.607, 0.870, -0.672], [2.897, -0.854, -1.033], [3.207, -3.268, -1.964], [4.511, -4.461, -1.880], [4.899, -2.743, -1.826], [6.175, -3.925, 0.110], [7.389, -4.307, 2.093], [6.469, -5.144, 3.351], [6.776, -3.414, 3.488], [4.071, -3.926, 3.804], [1.870, -3.379, 3.947], [1.090, -4.442, 2.780], [0.965, -2.690, 2.593], [-1.520, -2.504, -0.768], [-2.183, -2.346, 0.884], [-3.051, -3.270, -0.333], [-3.135, -5.152, 1.143], [-2.008, -0.102, 1.982]], "lowdin_charge": [1.05, 0.76, -0.71, -0.09, -0.02, 0.02, -0.15, -0.12, -0.57, 0.10, -0.22, 0.10, 0.12, 0.13, -0.05, -0.27, -0.02, -0.29, -0.05, -0.28, 1.37, -0.42, -0.46, -0.08, -0.09, -0.08, -0.07, -0.05, -0.30, -0.31, -0.09, -0.02, -0.27, -0.05, -0.01, -0.27, -0.04, -0.28, -0.10, -0.02, 0.07, 0.08, 0.08, 0.12, 0.08, 0.09, 0.06, 0.09, 0.11, 0.10, 0.11, 0.09, 0.02, 0.08, 0.08, 0.12, 0.07, 0.08, 0.08, 0.12, 0.08, 0.08, 0.06, 0.04, -0.03, 0.09, 0.12, 0.04], "charge": 0, "de_lowest_kcal_mol": 13.6, "multiplicity": 2, "largest_force_ha_per_bohr": 0.0680, "gap_ev": [5.830, 6.157]}

[4]
{"formula": "C4H7P", "method": "ωB97M-V with the def2-TZVPD basis set", "symbols": ["C", "C", "C", "C", "P", "H", "H", "H", "H", "H", "H", "H"], "xyz": [[1.576, -1.076, -0.955], [-1.333, -0.310, 0.899], [-0.225, 0.681, 0.896], [-0.302, 0.954, -0.649], [0.809, 0.164, -1.783], [2.389, -1.547, -1.292], [1.274, -1.415, 0.127], [-1.288, -1.357, 0.570], [-2.345, 0.072, 0.709], [-0.490, 1.627, 1.222], [0.788, 0.418, 1.329], [-0.854, 1.788, -1.072]], "lowdin_charge": [-0.37, 0.04, -0.36, -0.38, 0.81, -0.09, 0.04, 0.06, 0.05, 0.06, 0.11, 0.03], "charge": 0, "de_lowest_kcal_mol": 87.7, "largest_force_ha_per_bohr": 0.1072, "gap_ev": [7.277, 8.012]}

[5]
{"formula": "C41H42N6O5S3SiSnTe", "method": "ωB97M-V with the def2-TZVPD basis set", "symbols": ["Sn", "C", "C", "C", "C", "C", "C", "C", "S", "O", "O", "N", "C", "C", "C", "C", "C", "C", "C", "C", "N", "C", "H", "H", "H", "H", "H", "H", "H", "H", "H", "H", "H", "H", "H", "S", "C", "N", "C", "C", "C", "N", "H", "H", "H", "H", "N", "C", "C", "C", "N", "C", "C", "H", "H", "H", "H", "H", "H", "O", "C", "O", "C", "C", "C", "C", "S", "C", "C", "H", "H", "H", "H", "H", "C", "Si", "C", "C", "O", "H", "H", "H", "H", "H", "H", "H", "H", "H", "Te", "C", "C", "C", "C", "C", "C", "H", "H", "H", "H", "H"], "xyz": [[0.776, -0.381, -0.280], [-0.537, -7.531, -2.141], [0.148, -6.407, -1.418], [-0.565, -5.301, -0.964], [0.083, -4.233, -0.362], [1.460, -4.280, -0.202], [2.187, -5.389, -0.610], [1.528, -6.442, -1.220], [2.320, -2.864, 0.402], [2.405, -1.938, -0.762], [3.577, -3.300, 0.941], [1.370, -2.028, 1.326], [0.926, -2.403, 2.586], [1.178, -3.610, 3.195], [0.651, -3.899, 4.470], [-0.124, -2.998, 5.138], [-0.399, -1.742, 4.546], [-1.199, -0.761, 5.173], [-1.427, 0.427, 4.545], [-0.844, 0.644, 3.280], [-0.093, -0.234, 2.665], [0.130, -1.431, 3.275], [-1.620, -7.453, -2.064], [-0.231, -8.499, -1.742], [-0.263, -7.513, -3.199], [-1.640, -5.264, -1.090], [-0.483, -3.373, -0.022], [3.259, -5.409, -0.465], [2.093, -7.298, -1.568], [1.794, -4.347, 2.698], [0.870, -4.861, 4.916], [-0.536, -3.225, 6.113], [-1.624, -0.971, 6.147], [-2.042, 1.197, 4.991], [-1.020, 1.580, 2.758], [-3.323, -0.148, -0.564], [-2.728, -0.792, -1.997], [-1.897, -0.049, -2.793], [-1.396, -0.480, -3.963], [-1.746, -1.714, -4.416], [-2.560, -2.472, -3.555], [-3.020, -2.056, -2.399], [-1.594, 0.851, -2.415], [-0.714, 0.190, -4.467], [-1.369, -2.108, -5.346], [-2.829, -3.487, -3.830], [5.654, 3.277, 1.699], [4.640, 2.469, 1.289], [4.854, 1.464, 0.335], [3.799, 0.690, -0.075], [2.558, 0.850, 0.406], [2.341, 1.816, 1.307], [3.337, 2.636, 1.775], [6.601, 3.041, 1.464], [5.520, 3.875, 2.494], [5.837, 1.297, -0.082], [3.924, -0.096, -0.809], [1.322, 1.924, 1.659], [3.106, 3.403, 2.502], [3.353, -6.228, -4.396], [2.099, -5.768, -4.170], [1.187, -6.550, -4.123], [1.945, -4.301, -3.966], [0.764, -3.862, -3.379], [0.573, -2.523, -3.107], [1.553, -1.570, -3.409], [1.325, 0.106, -2.939], [2.723, -2.012, -4.034], [2.915, -3.356, -4.305], [3.988, -5.509, -4.300], [0.012, -4.595, -3.116], [-0.334, -2.201, -2.609], [3.488, -1.290, -4.287], [3.834, -3.646, -4.804], [0.744, 6.137, -1.587], [0.825, 4.273, -1.744], [2.606, 3.724, -1.714], [0.014, 3.737, -3.340], [0.049, 3.606, -0.434], [1.432, 6.613, -2.289], [1.025, 6.453, -0.579], [-0.259, 6.516, -1.794], [3.183, 4.239, -2.486], [2.684, 2.650, -1.902], [3.067, 3.943, -0.747], [0.490, 4.243, -4.185], [-1.050, 3.988, -3.355], [0.128, 2.661, -3.495], [-1.491, 2.346, -0.391], [-2.961, 3.843, -0.652], [-4.259, 3.491, -1.014], [-5.221, 4.478, -1.167], [-4.897, 5.813, -0.965], [-3.604, 6.157, -0.602], [-2.635, 5.175, -0.438], [-4.519, 2.452, -1.179], [-6.229, 4.201, -1.449], [-5.650, 6.580, -1.089], [-3.344, 7.196, -0.438], [-1.630, 5.444, -0.139]], "lowdin_charge": [1.08, -0.04, -0.27, -0.04, -0.06, -0.28, -0.03, -0.03, 0.59, -0.47, -0.27, -0.26, -0.25, -0.02, -0.07, -0.05, -0.16, -0.01, -0.05, -0.15, 0.08, -0.16, 0.08, 0.09, 0.06, 0.12, 0.11, 0.12, 0.13, 0.11, 0.11, 0.11, 0.12, 0.10, 0.07, 0.55, -0.85, 0.03, -0.14, -0.06, -0.12, 0.08, -0.01, 0.09, 0.12, 0.12, 0.14, -0.31, 0.01, -0.12, -0.09, -0.14, 0.00, 0.10, 0.10, 0.12, 0.11, 0.09, 0.12, 0.12, -0.47, 0.08, -0.13, -0.01, -0.15, -0.66, 0.55, -0.10, -0.02, 0.09, 0.11, 0.07, 0.10, 0.11, -0.17, 0.27, -0.15, -0.17, -0.72, 0.03, 0.03, 0.02, 0.04, 0.00, 0.02, 0.04, 0.03, -0.02, 1.32, -0.49, -0.15, -0.09, -0.09, -0.09, -0.14, 0.06, 0.10, 0.10, 0.10, 0.08], "charge": 0, "de_lowest_kcal_mol": 0.0, "largest_force_ha_per_bohr": 0.0160, "gap_ev": 7.339}

Repeat the fourth record exactly.
{"formula": "C4H7P", "method": "ωB97M-V with the def2-TZVPD basis set", "symbols": ["C", "C", "C", "C", "P", "H", "H", "H", "H", "H", "H", "H"], "xyz": [[1.576, -1.076, -0.955], [-1.333, -0.310, 0.899], [-0.225, 0.681, 0.896], [-0.302, 0.954, -0.649], [0.809, 0.164, -1.783], [2.389, -1.547, -1.292], [1.274, -1.415, 0.127], [-1.288, -1.357, 0.570], [-2.345, 0.072, 0.709], [-0.490, 1.627, 1.222], [0.788, 0.418, 1.329], [-0.854, 1.788, -1.072]], "lowdin_charge": [-0.37, 0.04, -0.36, -0.38, 0.81, -0.09, 0.04, 0.06, 0.05, 0.06, 0.11, 0.03], "charge": 0, "de_lowest_kcal_mol": 87.7, "largest_force_ha_per_bohr": 0.1072, "gap_ev": [7.277, 8.012]}